This record from the OMol25 dataset describes a cluster of 3 separate species, CH3FINS in total in a non-equilibrium geometry. The level of theory is ωB97M-V/def2-TZVPD.

HOMO level (alpha / beta) = -0.345 / -0.345 hartree
gap between HOMO and LUMO (alpha / beta) = 7.2 / 7.2 eV
total energy = -24224.9829 eV
energy above the lowest of the compared OMol25 structures with the same formula, charge and spin = 62.45 kcal per mole
LUMO (alpha / beta) = -2.2 / -2.2 eV

Geometry as ORCA input:
```
! RIJCOSX wB97M-V def2-TZVPD def2/J DEFGRID3
* xyz 0 1
C -0.895 0.697 -0.784
N -1.351 -0.276 -0.118
F 0.303 -1.003 0.633
S -2.435 -1.217 0.305
I 3.592 0.233 0.694
H -1.648 1.267 -1.251
H 0.139 0.997 -0.519
H 2.295 -0.698 1.039
*
```

---

This record from the OMol25 dataset describes the ion C4H8N2OP with charge +1 in a non-equilibrium geometry. The level of theory is ωB97M-V/def2-TZVPD.

HOMO level (alpha / beta) = -0.489 / -0.492 hartree
gap between HOMO and LUMO (alpha / beta) = 7.1 / 7.6 eV
total energy = -18582.9522 eV
energy above the lowest of the compared OMol25 structures with the same formula, charge and spin = 86.54 kcal per mole
LUMO (alpha / beta) = -6.2 / -5.8 eV

Geometry as ORCA input:
```
! RIJCOSX wB97M-V def2-TZVPD def2/J DEFGRID3
* xyz 1 1
C -0.834 0.435 1.373
C -0.092 1.174 0.519
C -0.515 -0.563 -1.073
C 1.780 0.582 -0.824
N -1.098 -0.805 1.107
N 0.248 0.606 -0.801
O -1.904 -3.211 1.140
P -1.634 -2.085 1.975
H -0.952 0.633 2.480
H 0.146 2.170 0.835
H -0.058 -1.505 -1.034
H -1.507 -0.602 -1.385
H 2.195 -0.303 -0.203
H 2.161 0.573 -1.876
H 2.073 1.650 -0.621
H -0.009 1.249 -1.610
*
```

---

This record from the OMol25 dataset describes an isolated molecule of C4H9OP in a non-equilibrium geometry. The level of theory is ωB97M-V/def2-TZVPD.

HOMO level (alpha / beta) = -0.169 / -0.371 hartree
gap between HOMO and LUMO (alpha / beta) = 5.5 / 7.5 eV
total energy = -15623.2507 eV
energy above the lowest of the compared OMol25 structures with the same formula, charge and spin = 84.19 kcal per mole
LUMO (alpha / beta) = 0.9 / -2.5 eV

Geometry as ORCA input:
```
! RIJCOSX wB97M-V def2-TZVPD def2/J DEFGRID3
* xyz 0 3
C 1.440 0.345 1.418
C 0.688 0.343 0.376
C -1.677 -0.453 -0.361
C -0.693 0.726 0.187
O 1.390 0.142 -1.130
P 2.093 -1.296 -1.576
H 2.436 -0.056 1.443
H 0.940 0.512 2.340
H -1.707 -1.266 0.407
H -1.346 -0.856 -1.425
H -2.730 0.005 -0.357
H -0.949 1.041 1.292
H -0.791 1.589 -0.496
H 2.748 -0.660 -2.610
H 1.033 -1.751 -2.444
*
```

---

This record from the OMol25 dataset describes an isolated molecule of C5H13NO2 in a non-equilibrium geometry. The level of theory is ωB97M-V/def2-TZVPD.

HOMO level = -0.321 hartree
gap between HOMO and LUMO = 9.7 eV
SMILES = CCNC(CO)CO
total energy = -10978.8560 eV
energy above the lowest of the compared OMol25 structures with the same formula, charge and spin = 69.71 kcal per mole
LUMO = 0.9 eV

Geometry as ORCA input:
```
! RIJCOSX wB97M-V def2-TZVPD def2/J DEFGRID3
* xyz 0 1
C 0.335 0.279 2.715
C 1.116 -0.465 1.554
N 0.959 0.277 0.270
C -0.252 0.019 -0.527
C 0.018 -1.261 -1.461
O -1.149 -1.505 -2.206
C -0.596 1.353 -1.259
O -1.905 1.272 -1.664
H -0.670 0.616 2.381
H 0.914 1.132 2.812
H 0.526 -0.210 3.710
H 2.302 -0.413 1.828
H 0.893 -1.445 1.367
H 1.839 0.096 -0.262
H -1.044 -0.329 0.117
H 0.053 -1.982 -0.700
H 0.851 -1.077 -2.127
H -1.337 -0.682 -2.626
H -0.454 2.222 -0.575
H 0.038 1.402 -2.206
H -2.437 0.700 -1.141
*
```

---

This record from the OMol25 dataset describes a structure of composition C2H5N2 in a non-equilibrium geometry. The level of theory is ωB97M-V/def2-TZVPD.

HOMO level (alpha / beta) = -0.464 / -0.631 hartree
gap between HOMO and LUMO (alpha / beta) = 7.8 / 9.1 eV
total energy = -5121.1962 eV
energy above the lowest of the compared OMol25 structures with the same formula, charge and spin = 38.50 kcal per mole
LUMO (alpha / beta) = -4.8 / -8.1 eV

Geometry as ORCA input:
```
! RIJCOSX wB97M-V def2-TZVPD def2/J DEFGRID3
* xyz 1 3
C -0.887 -0.869 0.503
C 0.671 0.438 -0.175
N -0.684 0.403 0.348
N 0.902 -0.970 -0.003
H -1.299 -1.686 1.024
H 0.530 1.032 -1.139
H 1.427 1.044 0.327
H -1.264 0.998 0.909
H 1.362 -1.642 -0.584
*
```

---

This record from the OMol25 dataset describes a structure of composition C5H8O in a non-equilibrium geometry. The level of theory is ωB97M-V/def2-TZVPD.

HOMO level = -0.325 hartree
gap between HOMO and LUMO = 9.8 eV
total energy = -7358.0774 eV
energy above the lowest of the compared OMol25 structures with the same formula, charge and spin = 96.34 kcal per mole
LUMO = 0.9 eV

Geometry as ORCA input:
```
! RIJCOSX wB97M-V def2-TZVPD def2/J DEFGRID3
* xyz 0 1
C 1.807 0.282 -0.116
C 0.047 0.288 0.679
C -0.600 -1.102 0.513
C -1.760 -0.410 -0.211
O -2.865 -0.751 -0.541
C -0.975 0.904 -0.299
H 1.514 -0.112 -1.069
H 2.282 1.278 -0.217
H 2.529 -0.380 0.400
H 0.969 0.641 1.126
H -0.861 -1.755 1.353
H -0.029 -1.680 -0.223
H -1.532 1.827 -0.098
H -0.527 0.971 -1.297
*
```

---

This record from the OMol25 dataset describes the ion H2NO3S2 with charge -1 in a non-equilibrium geometry. The level of theory is ωB97M-V/def2-TZVPD.

HOMO level = -0.148 hartree
gap between HOMO and LUMO = 7.5 eV
SMILES = NSS(=O)(=O)[O-]
total energy = -29336.8984 eV
energy above the lowest of the compared OMol25 structures with the same formula, charge and spin = 0.00 kcal per mole
LUMO = 3.5 eV

Geometry as ORCA input:
```
! RIJCOSX wB97M-V def2-TZVPD def2/J DEFGRID3
* xyz -1 1
N 1.685 0.075 0.339
S 0.452 1.259 0.005
S -1.422 -0.188 -0.040
O -1.507 -0.698 1.313
O -2.513 0.665 -0.465
O -0.939 -1.150 -1.019
H 1.696 -0.580 -0.443
H 2.549 0.617 0.311
*
```

---

This record from the OMol25 dataset describes a structure of composition C37H33BF4O3PtS2. The level of theory is ωB97M-V/def2-TZVPD.

HOMO level = -0.311 hartree
gap between HOMO and LUMO = 7.3 eV
total energy = -81514.8881 eV
energy above the lowest of the compared OMol25 structures with the same formula, charge and spin = 0.00 kcal per mole
LUMO = -1.2 eV

Geometry as ORCA input:
```
! RIJCOSX wB97M-V def2-TZVPD def2/J DEFGRID3
* xyz 0 1
Pt -2.728 0.362 0.072
C 1.630 -1.138 7.441
C 1.007 -1.021 6.080
C 1.481 -1.776 5.010
C 0.913 -1.672 3.752
C -0.142 -0.790 3.562
C -0.645 -0.044 4.613
C -0.064 -0.159 5.865
S -0.870 -0.665 1.936
O -0.706 -2.004 1.324
C 0.251 0.511 1.184
C 0.362 1.754 1.853
C 1.217 2.695 1.380
C 1.974 2.460 0.203
C 2.854 3.444 -0.301
C 3.561 3.225 -1.448
C 3.410 2.011 -2.147
C 2.558 1.049 -1.685
C 1.821 1.247 -0.492
C 0.924 0.251 0.019
C 0.771 -1.022 -0.739
C 1.819 -1.982 -0.662
C 2.949 -1.771 0.172
C 3.940 -2.703 0.249
C 3.859 -3.899 -0.502
C 2.778 -4.134 -1.296
C 1.728 -3.185 -1.388
C 0.584 -3.429 -2.178
C -0.429 -2.521 -2.237
C -0.316 -1.301 -1.526
S -1.786 -0.282 -1.742
O -2.712 -1.091 -2.529
C -1.234 1.056 -2.749
C -1.919 2.259 -2.761
C -1.484 3.275 -3.596
C -0.388 3.103 -4.426
C 0.097 4.216 -5.308
C 0.250 1.862 -4.443
C -0.160 0.840 -3.614
H 2.466 -1.834 7.434
H 0.903 -1.492 8.174
H 1.997 -0.171 7.789
H 2.305 -2.460 5.168
H 1.268 -2.270 2.923
H -1.489 0.617 4.462
H -0.454 0.423 6.691
H -0.240 1.956 2.727
H 1.299 3.651 1.876
H 2.947 4.378 0.236
H 4.236 3.982 -1.824
H 3.966 1.844 -3.060
H 2.442 0.124 -2.234
H 3.013 -0.862 0.754
H 4.793 -2.531 0.890
H 4.656 -4.627 -0.438
H 2.697 -5.052 -1.865
H 0.515 -4.358 -2.730
H -1.314 -2.708 -2.824
H -2.789 2.417 -2.142
H -1.998 4.227 -3.562
H -0.176 5.187 -4.900
H -0.341 4.139 -6.305
H 1.180 4.181 -5.419
H 1.092 1.702 -5.104
H 0.346 -0.114 -3.641
C -5.811 -2.217 0.319
C -4.413 -2.069 -0.276
C -3.687 -3.399 -0.344
O -3.699 -1.180 0.578
H -6.388 -2.946 -0.251
H -6.347 -1.269 0.312
H -5.741 -2.563 1.351
H -4.492 -1.612 -1.264
H -3.438 -3.728 0.666
H -2.761 -3.337 -0.910
H -4.318 -4.154 -0.814
F -1.779 4.251 1.447
B -1.853 3.915 0.125
F -2.126 2.390 0.125
F -0.684 4.100 -0.556
F -2.937 4.439 -0.532
*
```

---

The highest total energy belongs to which entry? C2H5N2

---

total energy of number 8 (C37H33BF4O3PtS2)? -81514.8881 eV

---

Number 1 is which compound? CH3FINS

---

Which of these has the highest total energy? C2H5N2